Record 1
16
Properties=species:S:1:pos:R:3:forces:R:3 method="wB97M-V/def2-TZVPD" relative_energy_kcal_mol=109.6 gap_ev=8.16 multiplicity=1
C -1.764 -0.756 -0.280 0.34 -0.76 -2.67
C -1.528 -1.920 2.015 -2.43 1.12 0.57
C -2.060 -0.963 0.969 -0.90 1.74 0.95
N 2.919 -1.293 -0.709 -1.95 2.42 -0.64
N 1.529 0.635 0.150 -0.95 0.09 1.35
O 3.889 0.062 1.275 -4.54 -4.91 3.77
S -1.528 -0.735 -1.895 -0.26 0.25 2.91
S 2.484 -0.728 0.625 1.17 2.07 -0.98
H -1.603 -1.417 3.013 0.66 -0.33 -0.86
H -0.576 -2.308 1.784 0.92 -0.67 -0.06
H -2.358 -2.642 2.071 0.79 -0.53 0.04
H 4.382 0.670 0.880 2.80 4.16 -3.56
H -2.866 -0.279 1.394 0.93 -0.78 -0.86
H 3.409 -2.118 -0.729 1.18 -2.34 0.38
H 1.015 0.768 -0.769 1.16 -1.02 1.47
H 0.935 0.915 0.993 1.07 -0.51 -1.81

Record 2
9
Properties=species:S:1:pos:R:3:forces:R:3 method="wB97M-V/def2-TZVPD" relative_energy_kcal_mol=8.8 smiles=O.O.O gap_ev=11.82 multiplicity=1
O -0.315 1.620 -0.534 0.80 -0.34 -0.19
H 0.010 0.917 0.070 -0.45 0.28 0.15
H 0.508 1.884 -0.974 -0.42 0.17 0.01
O 0.700 -0.175 1.428 -0.73 0.84 0.56
H 1.574 0.218 1.488 0.24 -0.83 -0.19
H 0.615 -1.041 1.020 0.67 0.14 -0.29
O -0.715 -1.232 -0.667 0.43 -0.49 0.02
H -1.553 -1.671 -0.525 -0.24 0.15 -0.22
H -0.824 -0.519 -1.305 -0.30 0.09 0.16

Record 3
19
Properties=species:S:1:pos:R:3:forces:R:3 method="wB97M-V/def2-TZVPD" relative_energy_kcal_mol=64.7 smiles="Cc1cc[nH]n1.C=CC#N" gap_ev=10.09 multiplicity=1
C -1.358 1.111 0.712 0.81 -0.25 1.60
C -1.011 -0.352 0.333 -2.86 0.23 -0.26
C -1.950 -1.287 -0.273 2.49 0.09 0.46
C -1.200 -2.421 -0.558 0.17 3.50 0.88
N 0.058 -2.064 -0.127 -1.46 -5.32 -2.08
N 0.151 -0.942 0.444 0.79 2.56 1.58
H -2.281 1.241 1.316 0.06 -0.64 -0.84
H -0.655 1.554 1.475 -0.04 -0.56 -1.12
H -1.409 1.777 -0.155 0.06 -0.24 0.11
H -2.949 -1.097 -0.457 -1.73 0.24 -0.42
H -1.356 -3.263 -1.161 -0.28 -1.11 -0.33
H 0.691 -2.852 -0.136 1.18 0.94 0.58
C 2.288 0.987 -1.050 1.18 -0.76 -2.07
C 2.229 0.398 0.128 -0.25 0.92 0.53
C 2.871 -0.858 0.285 0.42 -1.14 -0.53
N 3.431 -1.864 0.188 -0.34 0.44 0.43
H 2.707 0.427 -1.940 -0.27 0.76 1.26
H 2.006 1.996 -1.271 -0.62 0.29 0.24
H 1.653 0.810 0.953 0.69 0.05 -0.03

Record 4
15
Properties=species:S:1:pos:R:3:forces:R:3 method="wB97M-V/def2-TZVPD" relative_energy_kcal_mol=0.0 gap_ev=2.87 multiplicity=1 total_charge=+3
In 6.417 9.297 29.323 -0.06 -0.02 -0.26
C 9.025 9.429 40.589 2.19 3.10 4.42
C 9.015 10.768 40.567 0.35 0.99 2.60
C 8.718 11.476 39.444 -0.16 1.41 -0.47
C 8.572 10.729 38.213 -1.29 -2.08 -2.32
C 8.493 9.345 38.219 0.73 1.68 -0.22
C 8.756 8.724 39.474 -1.35 -3.13 -4.83
N 8.368 11.516 36.948 -1.51 -2.29 -2.16
O 7.767 10.995 35.988 1.05 0.55 2.62
O 8.850 12.601 36.904 0.92 0.96 0.88
H 9.489 9.034 41.481 -0.39 -0.91 0.19
H 9.254 11.302 41.475 0.04 0.24 0.15
H 8.606 12.550 39.460 -0.15 0.43 -0.11
H 8.312 8.836 37.284 -0.12 -0.41 0.04
H 8.779 7.652 39.600 -0.24 -0.49 -0.54

Record 5
96
Properties=species:S:1:pos:R:3:forces:R:3 method="wB97M-V/def2-TZVPD" relative_energy_kcal_mol=26.7 gap_ev=10.95 multiplicity=1
O 0.587 4.531 3.101 1.01 -0.34 -1.44
H 0.902 4.570 4.002 -0.06 -0.09 0.35
H 1.377 4.198 2.590 -1.01 0.36 1.03
O 1.065 -3.851 1.167 -2.19 0.74 2.10
H 1.310 -3.859 0.273 1.21 -0.15 -2.62
H 0.248 -3.260 1.130 0.85 -0.75 0.49
O 1.713 -1.664 2.575 0.05 0.06 1.22
H 1.846 -2.595 2.331 -0.28 0.03 -0.34
H 1.414 -1.734 3.512 0.21 0.20 -0.63
O 1.794 2.559 -1.334 -0.52 1.21 1.37
H 1.481 3.517 -1.358 0.27 -1.33 -0.31
H 1.815 2.348 -0.363 0.25 0.11 -1.25
O -2.243 5.430 -0.945 -0.52 1.11 0.65
H -3.040 4.974 -1.303 0.13 0.20 0.07
H -2.597 6.303 -0.620 0.58 -1.37 -0.58
O -0.114 -0.768 -5.019 -0.05 -0.54 2.10
H -0.446 -1.081 -4.105 0.49 0.59 -1.92
H -0.690 -1.148 -5.674 -0.51 -0.25 -0.18
O 4.373 -2.853 -5.438 0.45 0.29 0.48
H 3.969 -1.962 -5.397 -0.20 -0.70 -0.05
H 3.917 -3.415 -6.065 -0.24 0.27 -0.09
O 4.313 -3.768 -2.326 -0.06 0.05 -1.28
H 4.590 -3.130 -1.675 0.22 0.53 0.54
H 4.325 -3.274 -3.179 0.16 -0.49 0.31
O -3.822 0.814 4.111 0.08 -0.93 -0.73
H -3.310 0.895 3.278 -0.12 0.40 0.45
H -3.694 1.625 4.590 0.19 0.46 0.22
O 3.181 1.791 -3.814 -0.03 -0.31 0.76
H 2.862 2.100 -2.935 0.13 -0.04 -0.63
H 3.105 2.512 -4.434 -0.11 0.37 -0.05
O -3.184 1.608 -1.129 -1.27 -0.30 0.67
H -3.774 0.830 -1.094 0.21 0.34 0.42
H -2.646 1.414 -1.889 0.83 0.26 -0.83
O -1.379 -1.014 -2.149 -1.40 -1.19 -0.34
H -0.575 -0.843 -1.656 0.53 -0.16 0.44
H -1.867 -1.823 -1.776 0.91 1.34 -0.40
O -4.663 4.383 -1.677 -0.03 -0.46 0.12
H -5.110 4.406 -2.525 -0.02 0.15 -0.19
H -4.552 3.432 -1.500 0.22 0.03 0.10
O 3.362 -1.161 -0.004 0.15 0.05 0.04
H 3.167 -1.631 0.806 -0.19 -0.49 0.28
H 2.497 -0.812 -0.283 0.07 -0.27 -0.36
O 1.844 -3.513 -1.518 1.08 -0.36 -1.59
H 1.558 -2.794 -2.109 -0.19 -0.19 0.64
H 2.763 -3.748 -1.964 -1.59 0.23 1.26
O 2.626 -0.864 -4.441 1.48 0.25 0.85
H 1.973 -0.965 -5.118 -1.18 0.23 -0.46
H 2.873 0.087 -4.374 -0.29 -0.26 -0.15
O -2.737 -3.183 -0.913 0.52 -0.12 0.21
H -2.229 -3.124 -0.081 -0.22 0.46 0.33
H -2.304 -3.957 -1.300 -0.11 -0.29 -0.47
O 0.118 -4.824 3.628 -1.14 -0.66 -0.51
H 0.454 -4.764 2.710 -0.03 0.10 0.25
H -0.837 -5.064 3.542 1.18 0.33 0.11
O -2.095 1.661 1.850 0.33 0.13 0.17
H -2.612 1.401 1.086 -0.27 -0.20 -0.53
H -2.045 2.675 1.774 -0.10 -0.99 0.13
O 1.327 -0.424 -1.907 -0.22 0.82 1.06
H 1.845 -0.606 -2.698 0.28 0.33 -0.53
H 1.440 0.517 -1.625 -0.08 -0.92 -0.69
O -1.441 -2.378 1.457 -0.74 -1.67 0.78
H -1.129 -1.495 1.302 0.35 1.16 -0.07
H -1.857 -2.450 2.368 0.61 0.39 -0.90
O -4.337 -0.844 0.166 -0.11 0.46 0.08
H -3.801 -1.553 -0.203 -0.13 -0.35 0.06
H -4.972 -1.231 0.781 0.24 -0.08 -0.25
O 3.181 3.092 3.178 0.34 -0.09 1.16
H 3.552 2.792 4.037 -0.45 0.43 -0.81
H 3.401 2.372 2.575 0.09 -0.30 -0.51
O -1.405 1.610 -3.477 0.30 -0.64 0.69
H -0.554 1.977 -3.162 -0.59 -0.46 -0.22
H -1.396 0.650 -3.218 0.25 1.04 -0.34
O -1.915 4.162 1.854 -0.70 0.64 -0.94
H -1.114 4.297 2.365 0.94 0.41 0.19
H -1.807 4.531 0.947 -0.05 -0.08 0.66
O -0.796 -5.471 -1.522 -0.07 0.06 0.37
H -0.800 -5.901 -0.655 0.02 0.05 -0.26
H 0.075 -5.051 -1.573 0.11 0.13 -0.10
O -1.651 3.570 4.920 -2.48 0.24 -2.97
H -1.546 2.832 4.263 0.42 0.49 1.06
H -2.386 4.052 4.363 1.98 -0.81 1.89
O 0.566 5.329 -1.850 -0.59 -0.07 1.56
H 0.747 5.748 -0.970 -0.12 -0.35 -1.19
H -0.404 5.137 -1.765 0.74 0.33 -0.18
O 3.750 1.239 1.110 1.80 -1.44 0.34
H 3.618 0.251 1.268 -0.18 1.65 -0.61
H 4.718 1.208 0.849 -1.70 0.41 0.28
O 0.151 -0.093 0.753 -2.08 1.95 -0.98
H 0.670 -0.426 1.464 0.80 -0.39 1.42
H -0.438 0.673 1.071 1.09 -1.46 -0.19
O -2.592 -2.401 3.994 -0.21 -0.73 -0.95
H -2.052 -2.382 4.774 0.58 0.23 0.61
H -3.163 -1.636 4.001 -0.29 0.64 0.32
O 0.458 -2.762 5.259 -0.02 0.04 0.00
H 0.774 -2.923 6.157 -0.03 -0.07 -0.29
H 0.422 -3.625 4.778 0.00 0.35 0.23

Record 6
86
Properties=species:S:1:pos:R:3:forces:R:3 method="wB97M-V/def2-TZVPD" relative_energy_kcal_mol=76.3 gap_ev=6.94 multiplicity=1 total_charge=+1
Sn -0.691 -1.189 0.132 0.34 -0.07 0.07
C -0.738 2.829 -2.000 -0.03 -0.15 0.17
C 0.582 2.342 -1.381 -0.31 0.16 0.02
P 0.734 2.800 0.417 -0.04 -0.21 -0.11
C 1.567 1.310 1.166 0.10 0.16 0.06
C 2.550 0.309 0.538 -0.05 0.11 0.30
C 3.237 -0.539 1.601 -0.11 0.03 -0.30
C 2.763 -0.721 2.823 0.00 0.06 0.06
C 1.494 -0.098 3.261 -0.10 -0.23 -0.11
C 1.055 1.017 2.369 0.05 0.00 0.05
C 2.007 4.112 0.427 0.04 -0.14 -0.07
C 2.953 4.206 1.446 0.01 -0.04 -0.01
C 3.853 5.261 1.475 0.01 -0.01 0.00
C 3.806 6.247 0.499 0.00 0.01 0.00
C 2.852 6.172 -0.506 -0.03 -0.03 0.01
C 1.956 5.111 -0.541 0.06 0.03 -0.02
C -1.925 1.868 -1.787 0.22 0.17 0.14
P -2.351 1.503 -0.024 -0.41 0.07 -0.30
C -3.526 2.857 0.382 0.15 0.03 0.13
C -4.320 2.733 1.524 0.03 0.06 0.00
C -5.240 3.715 1.855 -0.01 -0.01 0.01
C -5.369 4.846 1.060 0.01 -0.01 0.00
C -4.566 4.991 -0.059 0.00 0.03 0.01
C -3.646 4.005 -0.396 -0.03 0.03 0.00
C -3.566 0.127 -0.225 0.08 0.02 0.08
C -4.223 -0.200 -1.409 0.01 0.02 0.01
C -5.132 -1.250 -1.440 -0.02 -0.03 -0.06
C -5.397 -1.987 -0.294 0.03 -0.01 0.04
C -4.739 -1.682 0.891 0.01 0.02 -0.03
C -3.821 -0.642 0.918 -0.12 0.03 -0.08
H -0.599 2.935 -3.078 -0.01 0.05 -0.02
H -0.983 3.819 -1.609 0.00 0.01 -0.06
H 1.436 2.755 -1.911 0.01 -0.01 -0.08
H 0.633 1.255 -1.481 0.11 0.06 0.00
H 2.080 -1.024 -0.949 -0.03 -0.01 -0.03
H 4.158 -1.027 1.327 0.12 0.00 -0.05
H 3.283 -1.358 3.529 0.04 0.04 -0.04
H 1.546 0.246 4.293 0.08 0.05 0.03
H 0.289 1.674 2.773 -0.08 -0.11 -0.07
H 2.998 3.442 2.215 0.01 0.02 -0.01
H 4.598 5.311 2.259 -0.03 0.01 0.00
H 4.505 7.073 0.525 -0.01 -0.03 -0.01
H 2.805 6.939 -1.269 0.00 -0.01 0.02
H 1.221 5.069 -1.338 0.02 0.00 0.03
H -1.683 0.905 -2.251 0.01 0.00 -0.02
H -2.811 2.260 -2.287 -0.02 -0.07 -0.10
H -4.231 1.859 2.157 0.00 -0.02 -0.01
H -5.857 3.596 2.737 0.02 0.00 -0.03
H -6.091 5.612 1.315 0.03 -0.02 0.00
H -4.653 5.875 -0.679 0.01 -0.03 0.02
H -3.031 4.150 -1.275 -0.06 -0.02 0.03
H -4.040 0.369 -2.312 -0.03 -0.03 0.03
H -5.643 -1.491 -2.365 0.03 0.02 0.03
H -6.109 -2.801 -0.324 0.01 0.02 -0.01
H -4.939 -2.255 1.788 0.01 0.02 -0.02
H -3.305 -0.404 1.844 0.02 -0.02 0.02
S 0.157 -1.438 3.415 0.07 0.11 0.04
C 0.827 -2.789 2.500 0.07 -0.16 0.10
N 0.677 -2.942 1.220 -0.08 0.27 -0.19
C 1.300 -4.086 0.751 0.07 -0.06 -0.04
C 1.356 -4.487 -0.587 -0.06 0.03 -0.05
C 2.025 -5.654 -0.884 0.00 0.04 -0.01
C 2.623 -6.424 0.126 0.01 -0.01 0.07
C 2.582 -6.031 1.449 0.05 -0.09 -0.04
C 1.922 -4.842 1.751 -0.07 0.10 0.06
S 1.706 -4.056 3.281 -0.06 0.08 -0.04
H 0.875 -3.886 -1.351 0.03 -0.05 0.02
H 2.093 -5.984 -1.912 -0.04 -0.01 0.04
H 3.123 -7.348 -0.135 0.00 0.05 0.00
H 3.049 -6.629 2.221 -0.02 0.03 -0.02
O 6.061 2.286 -0.984 0.11 0.11 0.07
C 6.012 0.951 -1.029 -0.11 -0.19 -0.03
C 7.218 0.289 -1.274 0.07 0.04 -0.04
C 7.252 -1.079 -1.404 -0.04 -0.02 -0.01
C 6.082 -1.834 -1.286 0.05 -0.12 -0.04
C 4.903 -1.198 -0.981 -0.10 0.05 0.05
C 4.840 0.195 -0.816 0.02 0.03 0.08
C 3.602 0.922 -0.454 -0.16 -0.21 -0.06
O 3.384 2.014 -0.928 0.07 0.27 0.22
O 1.635 -0.493 -0.273 0.05 -0.31 -0.05
H 5.164 2.652 -0.980 -0.13 0.01 -0.04
H 8.110 0.893 -1.390 -0.04 -0.03 0.00
H 8.190 -1.573 -1.623 -0.01 0.02 0.02
H 6.104 -2.907 -1.429 -0.01 0.06 0.00
H 4.001 -1.797 -0.897 0.04 -0.02 0.11
F -0.280 -1.745 -1.717 0.09 -0.09 0.08

Record 7
9
Properties=species:S:1:pos:R:3:forces:R:3 method="wB97M-V/def2-TZVPD" relative_energy_kcal_mol=119.0 gap_ev=9.79 multiplicity=1
O 0.741 -1.780 1.909 -0.36 7.19 -3.32
C 0.677 -0.524 1.537 -2.07 -5.28 2.21
O -0.194 0.107 0.564 2.73 -3.26 1.80
C -0.321 -0.596 -0.617 -0.76 6.97 -3.17
N -0.574 0.259 -1.667 1.37 -1.99 3.10
O -0.395 1.681 -1.256 -3.51 -0.96 -2.38
H 1.076 0.263 2.174 0.34 0.07 -0.25
H 0.120 -1.544 -0.765 -0.40 -1.21 -0.02
H -1.131 2.133 -1.880 2.66 -1.52 2.03

Record 8
69
Properties=species:S:1:pos:R:3:forces:R:3 method="wB97M-V/def2-TZVPD" relative_energy_kcal_mol=86.8 gap_ev=7.29 multiplicity=1 total_charge=+1
K -15.312 18.640 0.790 0.70 0.29 -0.16
K -13.934 20.679 -5.975 0.39 -0.05 0.04
K -16.911 17.336 -2.631 0.13 -0.28 -1.05
K -17.074 21.847 -1.965 0.33 0.44 -0.71
P -14.809 19.743 -3.186 0.19 -0.89 -3.48
O -13.590 18.965 -3.792 -0.47 1.62 1.36
O -15.279 19.079 -1.889 -0.59 0.38 1.26
O -15.894 19.571 -4.299 0.73 -0.14 1.71
O -14.607 21.261 -3.038 -0.61 -1.50 1.36
C -18.660 19.580 -5.658 0.66 -1.44 0.00
C -18.171 20.979 -5.982 -0.71 -1.01 2.34
O -17.392 21.462 -4.859 -1.53 1.77 -1.00
O -17.606 18.588 -5.777 -2.11 -0.09 -0.92
H -19.584 19.319 -6.174 0.54 -0.30 -1.32
H -19.110 19.449 -4.673 0.47 0.84 0.94
H -19.128 21.502 -5.978 0.48 0.92 -0.66
H -17.582 20.954 -6.899 -0.34 0.36 -0.18
H -16.824 20.745 -4.568 0.92 -1.00 0.13
H -16.783 19.043 -5.579 0.33 -0.17 0.41
C -10.025 19.610 -3.788 -0.16 -0.03 -0.04
C -8.889 20.633 -4.103 -0.93 0.32 -0.28
O -9.284 22.031 -3.907 0.80 -1.46 0.59
O -11.185 19.687 -4.622 1.20 0.71 -1.06
H -10.390 19.680 -2.763 0.42 0.72 0.31
H -9.637 18.592 -3.793 0.49 -0.14 -0.50
H -8.369 20.572 -5.059 -1.02 -0.37 -0.84
H -8.009 20.315 -3.544 -0.34 0.69 1.25
H -9.880 22.277 -4.618 -0.14 -0.26 -0.07
H -11.939 19.246 -4.224 -0.18 0.22 0.82
C -14.312 16.553 -7.802 1.47 0.99 1.73
C -13.852 16.772 -6.247 -1.46 0.59 -0.82
O -12.697 17.593 -6.136 0.44 -0.44 -1.42
O -14.433 17.811 -8.458 -0.35 0.41 0.42
H -15.294 16.088 -7.894 0.28 -0.25 0.29
H -13.521 16.036 -8.344 -0.17 -0.67 0.22
H -13.786 15.880 -5.624 0.32 -0.44 -0.60
H -14.623 17.353 -5.742 -0.71 -0.08 -0.26
H -12.645 17.977 -5.258 -0.28 -0.15 0.06
H -13.630 18.292 -8.245 0.30 0.01 -0.11
C -13.286 16.717 -0.985 1.39 -3.00 -0.25
C -13.073 16.201 -2.446 0.47 0.92 0.45
O -14.126 16.612 -3.259 -1.27 -1.39 0.37
O -13.118 18.080 -0.796 -0.33 -0.26 0.15
H -12.564 16.228 -0.330 0.19 -0.10 -0.01
H -14.239 16.289 -0.675 -0.83 0.36 0.28
H -12.941 15.147 -2.688 0.16 -0.21 1.12
H -12.169 16.725 -2.759 0.41 -0.09 -0.23
H -13.917 17.536 -3.413 -0.09 1.36 -0.89
H -13.801 18.456 -1.355 -0.49 0.99 -0.56
C -10.976 20.671 0.247 -2.11 0.53 -1.37
C -11.988 21.358 -0.743 1.34 2.47 0.95
O -13.384 21.353 -0.516 -0.98 -1.64 1.31
O -10.855 19.328 -0.072 0.57 -0.99 0.06
H -11.387 20.801 1.248 0.19 0.11 0.33
H -10.018 21.178 0.140 -0.04 0.13 0.07
H -11.767 21.198 -1.798 0.21 -0.28 0.01
H -11.819 22.409 -0.512 0.93 0.38 -0.56
H -13.855 21.209 -1.340 0.07 0.03 -0.53
H -11.532 19.158 -0.731 0.02 -0.59 0.14
C -12.834 23.841 -3.426 0.75 -0.14 0.17
C -14.116 24.414 -3.955 -0.39 0.54 0.98
O -15.257 23.728 -3.430 0.33 0.18 0.06
O -12.707 22.511 -3.888 1.23 0.79 -1.04
H -12.749 23.805 -2.340 -0.41 0.36 0.30
H -11.974 24.426 -3.753 -0.03 0.03 -0.29
H -14.083 24.230 -5.028 -0.12 0.81 -0.27
H -14.245 25.429 -3.580 0.22 0.33 -0.85
H -14.896 22.839 -3.408 -0.96 -0.70 0.11
H -13.422 22.055 -3.439 0.10 -1.03 0.17